Record 1
This record from the Open Molecules 2025 dataset describes a cluster of 4 separate species, C2H11NO3 in total at a distorted geometry. The level of theory is the ωB97M-V functional and the def2-TZVPD basis.

Results
Charge: 0
HOMO energy (eV): -8.20
SMILES string: C=CN.O.O.O
Kohn-Sham gap (hartree): 0.327
ΔE to the lowest compared entry with this formula, charge and spin (kcal per mole): 23.17
LUMO level (Ha): 0.0256

Cartesian coordinates (Å):
C -0.47184 -1.31896 1.09561
C 0.20821 -0.76374 2.10831
N 1.13637 0.32245 1.94010
H -0.36313 -0.99862 0.09809
H -1.10435 -2.20118 1.15560
H 0.19605 -1.14750 3.10686
H 0.95036 0.65883 1.01805
H 1.19607 1.03101 2.66092
H -2.30843 -0.04309 -0.49230
H -1.52325 1.14677 -1.17328
O -1.86866 0.26066 -1.28295
H 0.02268 -0.40752 -2.98504
H 0.71854 -1.30307 -1.91433
O 0.71432 -0.41416 -2.31090
H 1.34241 2.16767 -0.67163
H 0.64043 1.32625 -1.61652
O 0.51424 1.68419 -0.73659

Charges in e, computed with Mulliken, in the same order as the atoms: -0.63 0.20 -0.51 -0.12 0.28 0.39 0.26 0.25 0.30 0.33 -0.63 0.32 0.28 -0.65 0.27 0.33 -0.66

=====

Record 2
This record from the Open Molecules 2025 dataset describes a cluster of 2 separate species, C3H6O2 in total at a distorted geometry. The level of theory is the ωB97M-V functional and the def2-TZVPD basis.

Results
Charge: 0
HOMO energy (eV): -10.10
SMILES string: O=CO.C=C
Kohn-Sham gap (hartree): 0.400
ΔE to the lowest compared entry with this formula, charge and spin (kcal per mole): 40.39
LUMO level (Ha): 0.0292

Cartesian coordinates (Å):
C -0.58738 -4.45251 4.41538
C -0.21981 -3.66346 3.40436
H -0.04062 -5.32680 4.75627
H -1.58564 -4.38869 4.85320
H 0.58751 -3.94343 2.73972
H -0.89195 -2.83738 3.22476
O 0.86324 6.17660 -4.21184
C 0.89549 5.10913 -4.72178
O -0.10493 4.22494 -4.96801
H 1.80221 4.77891 -5.27484
H -0.71813 4.32268 -4.21723

Charges in e, computed with Mulliken, in the same order as the atoms: -0.48 -0.41 0.24 0.20 0.24 0.22 -0.42 0.21 -0.40 0.28 0.33

=====

Record 3
This record from the Open Molecules 2025 dataset describes a structure of composition C25H34AsN5OS5Si2Tc at a distorted geometry. The level of theory is the ωB97M-V functional and the def2-TZVPD basis.

Results
Charge: +3
HOMO energy (alpha / beta) (eV): -15.31 / -15.31
Kohn-Sham gap (alpha / beta) (hartree): 0.153 / 0.153
ΔE to the lowest compared entry with this formula, charge and spin (kcal per mole): 6.89
LUMO level (alpha / beta) (Ha): -0.4091 / -0.4092

Cartesian coordinates (Å):
Tc -0.25287 0.10751 -0.79556
N 3.77468 0.84522 -1.81075
C 4.62009 -0.28045 -1.66442
C 5.97981 -0.10406 -1.46172
C 6.79109 -1.21057 -1.25771
C 6.24261 -2.48362 -1.25800
C 4.87913 -2.66422 -1.46458
C 4.07616 -1.55612 -1.65910
S 2.32550 -1.74820 -1.85915
N 1.73746 -0.21731 -1.35509
C 2.48179 0.86717 -1.52396
C 1.81729 2.16786 -1.32778
C 2.43335 3.39156 -1.53045
C 1.74938 4.55976 -1.21520
C 0.45279 4.46787 -0.73682
C -0.11973 3.21434 -0.62218
N 0.53884 2.08210 -0.90175
H 4.26347 1.72091 -1.92269
H 6.40830 0.89133 -1.45894
H 7.84945 -1.07293 -1.08873
H 6.87007 -3.34863 -1.09604
H 4.45010 -3.65761 -1.48430
H 3.43508 3.46953 -1.92799
H 2.22971 5.52085 -1.34103
H -0.12221 5.34281 -0.46962
H -1.14411 3.11403 -0.29290
S -3.82372 -5.47507 -3.30636
As -2.47495 -4.67884 -1.74261
S -2.58361 -2.38963 -2.14187
S -0.68019 -1.97107 -1.56457
S -4.61457 -5.09865 -1.42585
N -6.30736 3.58087 -2.50614
C -5.69902 3.40587 -1.32240
O -6.01601 3.96894 -0.30003
C -4.51036 2.45249 -1.26789
C -4.00104 2.22553 0.01114
C -2.87101 1.46350 0.18188
N -2.21670 0.89083 -0.84820
C -2.72343 1.08617 -2.07932
C -3.84954 1.84798 -2.33121
H -7.09195 4.21631 -2.51563
H -6.04853 3.13367 -3.36575
H -4.49583 2.68703 0.85604
H -2.46626 1.29400 1.16820
H -2.20500 0.60800 -2.90490
H -4.17859 1.95753 -3.35503
C 1.98443 -2.53992 1.40118
Si 1.36127 -0.93184 2.16420
C 1.19009 -1.05912 4.02698
C 2.48096 0.57101 1.89077
C -0.32813 -0.40489 1.18701
Si -1.74859 -1.60079 2.01118
C -1.98756 -1.02871 3.78606
C -3.43175 -1.40392 1.16793
C -1.18612 -3.37961 1.75665
H 3.03172 -2.44242 1.10951
H 1.41246 -2.84457 0.53116
H 1.93958 -3.34673 2.13407
H 2.20251 -1.10317 4.43719
H 0.67195 -1.95556 4.36317
H 0.70398 -0.19151 4.47323
H 3.47818 0.34386 2.27376
H 2.11424 1.43610 2.44576
H 2.58877 0.85731 0.84903
H -0.54466 0.58925 1.62365
H -1.79610 0.03700 3.92532
H -1.37116 -1.57197 4.49880
H -3.02677 -1.20879 4.06805
H -3.99069 -0.55317 1.55753
H -4.02192 -2.29171 1.40884
H -3.38938 -1.31590 0.08662
H -0.51441 -3.72338 2.54318
H -0.67844 -3.51981 0.80089
H -2.05401 -4.04164 1.76524

Charges in e, computed with Mulliken, in the same order as the atoms: -0.78 0.01 0.19 -0.72 -0.76 -0.68 -0.74 0.87 -0.17 0.27 -0.06 1.31 -0.87 -0.70 -1.05 -0.21 0.49 0.08 0.42 0.44 0.44 0.46 0.53 0.49 0.52 0.46 -0.09 0.47 0.05 0.11 -0.06 -0.29 0.22 -0.56 0.57 -0.63 -0.93 1.21 -0.98 -0.77 0.27 0.14 0.57 0.90 0.53 0.35 -0.97 0.41 -1.24 -0.90 0.69 0.27 -1.24 -0.90 -0.73 0.38 0.24 0.50 0.41 0.33 0.38 0.50 0.34 0.07 0.08 0.38 0.42 0.44 0.33 0.48 0.17 0.32 0.06 0.44

=====

Record 4
This record from the Open Molecules 2025 dataset describes the molecule C19H30N2O4. The level of theory is the ωB97M-V functional and the def2-TZVPD basis.

Results
Charge: 0
HOMO energy (eV): -7.79
SMILES string: COCC(=O)N1CCC[C@H](N(C)CCc2ccc(OC)c(OC)c2)C1
Kohn-Sham gap (hartree): 0.312
ΔE to the lowest compared entry with this formula, charge and spin (kcal per mole): 76.83
LUMO level (Ha): 0.0255

Cartesian coordinates (Å):
C 3.25459 -2.25556 -5.16887
H 2.44037 -2.89282 -4.80723
O 3.46449 -1.15440 -4.31734
C 2.34072 -0.30855 -4.22093
C 1.11531 -0.93132 -3.53760
O 0.02918 -0.90606 -4.09228
N 1.29978 -1.50457 -2.33251
C 2.49002 -1.41177 -1.51636
H 3.33918 -1.10013 -2.12048
C 2.24958 -0.44363 -0.35449
C 1.03582 -0.89120 0.45672
H 0.80971 -0.17967 1.25175
H 1.25177 -1.85485 0.92095
C -0.18454 -1.00949 -0.46478
N -1.38631 -1.29973 0.29050
C -1.51869 -2.66724 0.74116
H -2.27827 -2.70214 1.52266
H -1.81299 -3.36525 -0.05727
H -0.57984 -3.00430 1.17297
C -2.61315 -0.80122 -0.30628
H -3.43455 -1.20484 0.28941
C -2.69763 0.73411 -0.26870
C -2.25068 1.26453 1.06456
C -2.99655 1.03724 2.20492
C -2.56180 1.49056 3.44211
C -1.36867 2.18068 3.56175
C -0.60274 2.42707 2.40281
C -1.05541 1.96895 1.17875
H -0.47959 2.16069 0.28698
O 0.55849 3.11759 2.60109
C 1.36716 3.39490 1.48774
H 2.22042 3.94961 1.87541
H 0.84325 4.01108 0.74874
H 1.72313 2.47643 1.00765
O -0.84788 2.66411 4.72741
C -1.56970 2.45472 5.91330
H -0.97791 2.91579 6.70273
H -2.55557 2.93111 5.87688
H -1.69156 1.38775 6.13009
H -3.16892 1.29607 4.31195
H -3.93212 0.50276 2.14067
H -2.09160 1.16750 -1.06509
H -3.73595 1.01600 -0.45739
H -2.75012 -1.14724 -1.34464
H -0.33583 -0.03328 -0.93311
C 0.14842 -1.99744 -1.60364
H -0.68467 -2.07526 -2.30411
H 0.38534 -2.98708 -1.20235
H 3.13840 -0.40734 0.27721
H 2.07590 0.55772 -0.75657
H 2.70241 -2.41069 -1.11740
H 2.66723 0.57102 -3.65792
H 2.01148 0.01346 -5.21891
H 3.01608 -1.92475 -6.18615
H 4.18505 -2.81964 -5.17650

Charges in e, computed with Mulliken, in the same order as the atoms: -0.64 0.29 -0.36 -0.88 1.12 -0.68 0.34 -1.16 0.59 -0.36 -0.99 0.25 0.42 0.23 0.53 -1.26 0.40 0.37 0.35 -0.76 0.66 -1.57 0.12 -0.89 -0.64 0.91 0.80 -0.12 0.35 -0.44 -0.67 0.26 0.35 0.13 -0.43 -0.97 0.24 0.37 0.37 0.38 0.38 0.46 0.52 0.31 -0.02 -1.44 0.53 0.14 0.44 0.25 0.19 0.27 0.41 0.30 0.24

=====

Record 5
This record from the Open Molecules 2025 dataset describes a structure of composition C14H30BiO7S. The level of theory is the ωB97M-V functional and the def2-TZVPD basis.

Results
Charge: +3
HOMO energy (eV): -19.33
Kohn-Sham gap (hartree): 0.345
LUMO level (Ha): -0.3653

Cartesian coordinates (Å):
Bi 0.20250 -0.13422 -0.27853
C 2.38011 -2.62212 0.36972
C 2.97655 -1.50534 1.19885
O 2.55643 -0.23097 0.65538
C 3.60810 0.47111 -0.05612
C 3.06499 1.79264 -0.52054
O 1.86552 1.53138 -1.27663
C 1.41830 2.64729 -2.06777
C 0.06146 2.27515 -2.61783
O -0.80456 1.76153 -1.57593
C -1.48694 2.72413 -0.75307
C -0.72608 2.95082 0.53350
O -0.40615 1.65634 1.13134
C -1.10738 1.35476 2.36966
C -0.46319 0.12479 2.94223
O -0.42858 -0.86287 1.88522
C -0.13039 -2.20470 2.36271
C 0.07719 -3.08195 1.15031
O 0.95162 -2.43412 0.20665
H 2.57106 -3.59876 0.81528
H 2.79382 -2.62111 -0.63881
H 4.06479 -1.57390 1.18685
H 2.65407 -1.53154 2.23823
H 3.93671 -0.13561 -0.90300
H 4.44754 0.63477 0.62084
H 3.80472 2.28530 -1.15408
H 2.82418 2.44798 0.32113
H 2.11748 2.82189 -2.88824
H 1.38570 3.54625 -1.44738
H 0.14659 1.46825 -3.34583
H -0.41496 3.12490 -3.10671
H -2.47315 2.30657 -0.54636
H -1.62024 3.66119 -1.29566
H -1.32172 3.52715 1.24046
H 0.22287 3.46033 0.38253
H -2.16440 1.19565 2.15115
H -0.98790 2.19410 3.05421
H -1.06074 -0.25703 3.77078
H 0.55616 0.31892 3.28299
H -0.98134 -2.55638 2.94756
H 0.74837 -2.15421 3.00637
H -0.86246 -3.23571 0.62327
H 0.48273 -4.05180 1.43829
C -4.38815 -0.89087 -1.21596
S -2.76846 -1.04171 -1.94152
C -2.83557 -2.73885 -2.48004
O -1.81171 -1.07968 -0.69616
H -5.11525 -0.98924 -2.02382
H -4.47551 0.10124 -0.77850
H -4.53209 -1.66888 -0.46837
H -3.57640 -2.79571 -3.27938
H -3.11651 -3.38186 -1.64783
H -1.85973 -3.00528 -2.88148

Charges in e, computed with Mulliken, in the same order as the atoms: 2.69 -0.51 -0.60 -0.45 -0.67 -0.59 -0.37 -0.58 -0.73 -0.29 -0.68 -0.46 -0.41 -0.62 -0.64 -0.08 -0.51 -0.64 -0.44 0.45 0.30 0.60 0.16 0.41 0.43 0.45 0.35 0.52 0.34 0.29 0.48 0.23 0.52 0.63 0.10 0.34 0.46 0.45 0.38 0.53 0.34 0.14 0.51 -1.02 0.38 -1.05 -0.49 0.48 0.31 0.35 0.46 0.36 0.36